The following is a quantum chemistry calculation of a 6-piece molecular cluster, H12O6 overall at a distorted geometry, from OMol25.

The geometry in XYZ format:
```
18
Properties=species:S:1:pos:R:3:forces:R:3
O -2.3237 -5.8924 -6.9692 -1.154 0.640 -0.500
H -3.0870 -5.7082 -7.5530 0.617 -0.627 -0.015
H -2.4680 -5.1519 -6.3711 0.545 -0.005 0.531
O 1.0960 4.8989 1.6419 0.072 0.352 -0.887
H 0.9258 4.6991 2.5703 -0.140 0.534 0.787
H 1.1684 5.8860 1.5031 -0.160 -0.574 0.508
O -0.1705 -0.2482 7.9433 -0.361 0.148 0.372
H 0.4084 -0.8868 7.5318 0.185 -0.233 -0.147
H -0.6589 -0.7347 8.6210 0.175 0.095 -0.229
O 1.9630 2.7371 0.4504 -0.364 -1.746 -0.349
H 1.3972 3.3061 1.0127 0.812 0.606 -0.585
H 2.7045 3.2159 0.0793 -0.241 0.647 0.398
O -1.9352 -2.0158 -2.7194 0.022 -0.441 1.200
H -1.3895 -1.2200 -2.8564 -0.157 -0.628 0.662
H -1.8493 -2.3322 -1.7708 0.197 1.067 -1.846
O 1.2095 -0.4433 -1.2680 -0.206 0.169 -0.380
H 1.2050 0.5228 -1.3016 -0.016 0.018 0.175
H 1.8043 -0.6323 -0.5444 0.175 -0.023 0.305
```
Positions in Å, forces in eV/Å.

Computed properties:
⟨S²⟩: 0.750
Electronic energy, Eh: -458.5746
Charge: -1
Multiplicity: 2
HOMO (spin up / spin down), hartree: 0.030 / -0.251
ΔE to the lowest compared entry with this formula, charge and spin, eV: 1.6277



The following is a quantum chemistry calculation of a 6-piece molecular cluster, H12O6 overall at a distorted geometry, from OMol25.

The geometry in XYZ format:
```
18
Properties=species:S:1:pos:R:3:forces:R:3
O 2.0464 17.6428 -26.2336 0.066 -0.243 -0.188
H 2.5493 16.9980 -25.7362 0.074 -0.266 0.263
H 2.6454 18.3813 -26.3437 0.206 0.547 -0.144
O 1.7424 21.8723 -24.7010 0.887 0.185 1.099
H 0.9519 21.6242 -25.1804 -0.606 -0.077 -0.470
H 2.4368 21.8583 -25.3597 0.164 0.011 -0.305
O -0.3676 21.4459 -26.2811 -0.002 -1.216 0.312
H -1.0961 21.9253 -25.8865 -0.748 0.542 0.362
H -0.1080 21.9794 -27.0322 0.374 0.609 -0.992
O -0.7932 16.4317 -23.8402 0.143 -0.583 0.437
H -1.0333 17.2565 -24.2624 0.153 0.749 -0.503
H -1.4988 15.8284 -24.0735 -0.140 -0.107 -0.067
O -0.3822 18.7072 -25.5948 -0.682 -0.618 0.417
H -0.4435 19.6101 -25.9067 -0.160 0.694 -0.230
H 0.5317 18.4639 -25.7425 0.441 -0.112 0.115
O -0.1368 15.8715 -27.1808 -0.219 -0.505 -0.407
H 0.2225 16.6614 -26.7768 0.041 0.446 0.101
H -0.0164 15.1885 -26.5211 0.007 -0.055 0.200
```
Positions in Å, forces in eV/Å.

Computed properties:
⟨S²⟩: 0.750
Electronic energy, Eh: -458.6134
Charge: -1
Multiplicity: 2
HOMO (spin up / spin down), hartree: 0.015 / -0.263
ΔE to the lowest compared entry with this formula, charge and spin, eV: 0.5723